(1)
Formula: C8H10N2O2
Source: OMol25
Level of theory: the ωB97M-V functional and the def2-TZVPD basis

```
22
Properties=species:S:1:pos:R:3:lowdin_charge:R:1
C -2.751 -2.271 0.630 -0.1140
C -2.049 -1.449 1.643 -0.2380
C -0.658 -1.650 1.383 -0.0234
C -2.781 -0.514 2.223 -0.0581
C 0.521 1.509 0.361 -0.1728
C 1.362 1.122 -0.635 -0.3319
C 2.391 0.053 -0.337 -0.0874
C 1.495 1.807 -2.000 -0.0687
N -1.902 -2.939 -0.063 0.0415
N -0.686 -2.608 0.432 -0.0539
O -3.470 0.296 2.678 0.2566
O -0.291 2.634 0.392 -0.0499
H -3.800 -2.362 0.647 0.1025
H 0.532 1.168 1.379 0.1040
H 2.083 -0.606 0.485 0.0613
H 3.359 0.447 -0.086 0.0655
H 2.523 -0.471 -1.304 0.0759
H 2.551 2.119 -2.266 0.0947
H 0.795 2.675 -2.035 0.0633
H 1.263 1.137 -2.854 0.0768
H 0.045 -3.037 -0.129 0.1388
H -0.534 2.939 -0.546 0.1172
```

The calculation puts the relative energy (zero: lowest compared OMol25 entry of this formula, charge and spin) at 120.00 kcal/mol. The HOMO-LUMO gap is 8.280 eV. The calculated total energy comes out at -15528.80487 eV.


(2)
Formula: C13H36ClIO3P3Pd
Source: OMol25
Level of theory: the ωB97M-V functional and the def2-TZVPD basis

```
58
Properties=species:S:1:pos:R:3:lowdin_charge:R:1
C 0.931 -0.237 -4.425 -0.1872
I -2.385 0.203 -1.674 0.8588
H 2.029 -0.265 -4.408 -0.0222
H 0.598 0.597 -5.054 0.0368
H 0.537 -1.185 -4.818 0.0365
Pd 0.043 -0.002 -2.605 0.1952
P 0.510 2.269 -2.245 0.7300
C -0.926 3.342 -1.921 -0.2642
C 1.610 2.623 -0.837 -0.2513
H 1.682 3.698 -0.649 0.0873
H 1.353 4.090 -3.578 0.0871
H 2.600 2.219 -1.062 0.0049
H 2.355 2.617 -3.749 0.0645
H -1.338 3.112 -0.933 0.0331
H 1.231 2.112 0.053 0.0258
C 1.332 2.998 -3.681 -0.2116
H -0.638 4.400 -1.977 0.0886
H 0.787 2.733 -4.590 0.0570
H -1.702 3.129 -2.660 0.0436
P 0.598 -2.150 -1.842 0.7504
C -0.832 -3.240 -1.534 -0.2247
C 1.631 -3.079 -3.013 -0.2230
H 2.361 -1.459 -0.358 -0.0110
H 1.977 -3.184 -0.090 0.0897
H 0.902 -1.896 0.559 0.0325
C 1.547 -2.191 -0.276 -0.2349
H 2.630 -2.632 -3.052 0.0515
H 1.703 -4.125 -2.696 0.0851
H -0.513 -4.290 -1.497 0.0886
H -1.557 -3.105 -2.342 0.0551
H 1.185 -3.031 -4.009 0.0535
H -1.323 -2.967 -0.594 0.0268
Cl 2.617 0.029 -2.229 0.2655
C 1.118 1.970 4.349 -0.0554
C 0.807 2.308 2.908 -0.2452
O -0.011 1.301 2.233 -0.2534
P -1.555 1.019 2.799 1.1216
O -1.324 0.067 4.101 -0.2488
C -0.897 -1.333 4.000 -0.2021
C 0.572 -1.461 3.726 -0.0469
O -2.007 -0.103 1.692 -0.3343
C -3.420 -0.312 1.579 -0.3552
C -3.662 -1.756 1.238 -0.0580
H 0.206 1.733 4.918 0.0833
H 1.601 2.837 4.814 0.1111
H 1.810 1.120 4.398 0.0846
H 0.280 3.273 2.851 0.1324
H 1.729 2.376 2.312 0.1267
H -1.179 -1.750 4.970 0.1469
H -1.471 -1.851 3.219 0.1049
H 0.800 -1.132 2.704 0.0565
H 1.157 -0.869 4.435 0.0827
H 0.862 -2.513 3.818 0.1116
H -3.967 -0.049 2.497 0.1373
H -3.749 0.327 0.751 0.0373
H -4.712 -1.862 0.955 0.1104
H -3.022 -2.074 0.407 0.0358
H -3.500 -2.401 2.110 0.0982
```

The calculation puts the relative energy (zero: lowest compared OMol25 entry of this formula, charge and spin) at 1.18 kcal/mol. The HOMO-LUMO gap (alpha / beta) is 6.760 / 5.355 eV. The calculated total energy comes out at -72146.65355 eV. The total charge is +3. The spin multiplicity is 5.


(3)
Formula: C38H23BrF4N4O2PPdSe
Source: OMol25
Level of theory: the ωB97M-V functional and the def2-TZVPD basis

```
75
Properties=species:S:1:pos:R:3:lowdin_charge:R:1
Pd -0.762 -0.639 -0.805 0.6968
F 4.438 -5.973 -0.719 0.2003
C 3.845 -4.804 -0.688 -0.0996
C 4.587 -3.631 -0.504 -0.1072
F 5.894 -3.680 -0.376 0.1868
C 3.927 -2.403 -0.457 -0.1894
F 4.624 -1.279 -0.305 0.1212
C 2.542 -2.310 -0.577 -0.2868
P 1.726 -0.670 -0.521 1.1700
C 2.562 0.220 0.803 -0.3563
C 2.626 -0.442 2.035 -0.0808
C 3.167 0.197 3.131 -0.0317
C 3.632 1.500 3.009 -0.0148
C 3.551 2.164 1.793 -0.0309
C 3.006 1.537 0.685 -0.0657
C 1.961 -0.069 -2.221 -0.3482
C 3.155 0.417 -2.748 -0.0513
C 3.203 0.764 -4.091 -0.0261
C 2.090 0.607 -4.903 -0.0221
C 0.903 0.101 -4.384 -0.0455
C 0.835 -0.223 -3.045 -0.1487
C 1.824 -3.486 -0.781 -0.5328
Br -0.061 -3.420 -0.978 0.9773
C 2.457 -4.720 -0.838 -0.2362
F 1.731 -5.805 -1.024 0.1258
H 2.266 -1.460 2.115 0.1184
H 3.231 -0.315 4.077 0.1249
H 4.069 1.994 3.865 0.1281
H 3.928 3.170 1.705 0.1265
H 2.966 2.042 -0.270 0.1145
H 4.029 0.517 -2.120 0.1146
H 4.120 1.147 -4.512 0.1271
H 2.134 0.877 -5.947 0.1270
H 0.051 -0.047 -5.029 0.1225
H -0.127 -0.625 -2.608 0.0515
Se 0.361 4.561 5.001 1.2585
N -0.141 2.886 4.932 -0.2239
C -0.210 2.483 3.680 -0.3302
C -0.614 1.175 3.254 -0.0658
C -1.012 0.165 4.139 0.0554
C -1.392 -1.061 3.635 0.0021
C -1.365 -1.260 2.254 -0.1048
N -1.003 -0.306 1.418 0.0467
C -0.624 0.901 1.867 -0.1458
C -0.272 1.922 0.900 -0.1586
N -0.299 1.604 -0.403 0.0376
C -0.097 2.528 -1.324 -0.0937
C 0.164 3.859 -0.996 0.0103
C 0.264 4.209 0.334 0.0533
C 0.058 3.231 1.315 -0.0755
C 0.127 3.499 2.721 -0.3342
N 0.456 4.656 3.255 -0.2217
H -1.019 0.375 5.199 0.1371
H -1.719 -1.857 4.284 0.1256
H -1.649 -2.209 1.810 0.1085
H -0.149 2.213 -2.359 0.1207
H 0.289 4.593 -1.775 0.1268
H 0.487 5.218 0.644 0.1357
C -4.687 1.818 -1.134 0.0244
C -3.894 0.546 -1.152 -0.3257
O -2.678 0.622 -1.319 0.0230
C -4.615 -0.717 -0.983 -0.0117
C -5.999 -0.795 -0.909 0.0615
C -6.658 -2.022 -0.838 0.0986
C -5.917 -3.209 -0.805 0.0195
C -4.553 -3.187 -0.855 0.1138
C -3.825 -1.937 -0.936 -0.2628
O -2.577 -1.971 -0.941 -0.0668
H -4.012 2.663 -1.246 0.1019
H -5.232 1.911 -0.196 0.1111
H -5.408 1.835 -1.950 0.1124
H -6.593 0.107 -0.912 0.1365
H -7.737 -2.056 -0.810 0.1509
H -6.427 -4.159 -0.736 0.1423
H -3.958 -4.088 -0.829 0.1478
```

The HOMO-LUMO gap (alpha / beta) is 3.411 / 3.409 eV. The calculated total energy comes out at -208832.60433 eV. The total charge is +3.


(4)
Formula: C3H13BN2OP
Source: OMol25
Level of theory: the ωB97M-V functional and the def2-TZVPD basis

```
21
Properties=species:S:1:pos:R:3:lowdin_charge:R:1
C 1.784 -0.391 1.187 -0.1033
C 1.699 0.522 -0.039 -0.1297
B 0.432 0.510 -0.944 -0.5626
O 0.302 1.217 -2.073 0.2319
N -0.872 -0.268 -0.644 -0.1298
C -0.651 -1.752 -0.469 -0.0144
P -1.816 0.542 0.697 0.8046
N -2.867 1.486 0.103 -0.2219
H 1.770 -1.442 0.917 0.0708
H 0.976 -0.231 1.894 0.0571
H 2.716 -0.229 1.711 0.0863
H 1.841 1.553 0.285 0.1243
H 2.565 0.312 -0.667 0.1234
H 1.119 1.625 -2.367 0.1365
H -1.493 -0.122 -1.443 0.1474
H 0.291 -2.043 -0.913 0.1053
H -0.592 -1.990 0.585 0.0833
H -1.464 -2.297 -0.924 0.1093
H -2.299 -0.585 1.361 0.0396
H -0.803 1.114 1.473 0.0366
H -2.700 2.452 0.354 0.0052
```

The HOMO-LUMO gap is 11.023 eV. The calculated total energy comes out at -18309.31017 eV. Its structure (SMILES) is CCB(O)[N@@H+](C)[PH2]=N. The total charge is +1.


The lowest calculated total energy belongs to which entry?
C38H23BrF4N4O2PPdSe